No. 1
A 2-piece molecular cluster, C40H38N4O overall in a non-equilibrium geometry, computed with ωB97M-V/def2-TZVPD.

```
83
Properties=species:S:1:pos:R:3:forces:R:3:lowdin_charge:R:1
C 0.812047 -0.668128 2.546305 -1.0 -0.5 1.8 0.05
C 0.115306 -0.800466 3.720338 0.8 0.4 -0.8 -0.23
C 0.142330 0.153674 4.786001 0.1 2.3 2.3 -0.18
N 0.134732 0.915434 5.680071 0.1 -1.9 -2.3 0.17
C -0.625283 -1.977303 4.059529 -2.0 -2.8 1.0 -0.19
N -1.246789 -2.915151 4.408716 1.8 2.6 -1.0 0.19
C 0.695952 -1.732338 1.561663 0.1 -0.7 -0.8 -0.22
C -0.544726 -2.332046 1.221186 0.6 0.2 0.0 -0.03
C -0.578613 -3.324427 0.243818 0.4 0.3 0.1 -0.06
C 0.601835 -3.698137 -0.415302 -0.1 0.2 0.0 -0.07
C 1.834155 -3.156357 -0.039649 -0.2 0.1 0.3 -0.07
C 1.885950 -2.213792 0.987148 -0.6 -0.2 0.1 -0.05
H 1.497323 0.176701 2.406634 -0.4 -0.3 0.0 0.13
H -1.461475 -2.035671 1.738581 0.3 0.0 -0.4 0.12
H -1.530236 -3.788184 -0.001348 0.2 0.1 -0.1 0.11
H 0.550395 -4.409992 -1.236506 0.0 0.1 0.2 0.11
H 2.755579 -3.440433 -0.543241 -0.2 -0.1 0.1 0.11
H 2.828849 -1.878040 1.424458 -0.2 0.0 -0.4 0.10
C 3.939801 8.164885 -4.538084 -0.1 0.1 -0.1 -0.05
C 4.376735 7.215085 -3.457864 0.1 -0.3 0.1 -0.27
C 5.358002 6.260561 -3.729517 0.0 0.1 0.5 0.00
C 5.816411 5.382330 -2.740937 -0.5 0.0 -0.1 -0.18
C 7.000875 4.526895 -3.053574 0.4 -0.2 -0.4 -0.02
C 5.161461 5.372333 -1.495903 -0.1 0.9 -0.5 -0.11
N 5.465798 4.364916 -0.521521 -0.2 -0.7 1.2 0.08
C 5.268650 3.020456 -0.623965 2.5 0.3 -0.1 -0.10
C 5.119026 2.297885 -1.889494 -3.7 -1.0 -3.5 -0.41
C 3.864162 2.397624 -2.650125 3.1 0.5 1.9 -0.22
C 3.992177 1.925475 -4.043991 0.1 0.0 -0.7 -0.07
C 2.850126 3.339801 -2.298560 -0.6 0.4 0.0 -0.20
C 2.453997 3.490633 -0.953798 -0.4 0.1 -0.2 -0.06
C 1.360159 4.284738 -0.630741 0.2 0.2 -0.2 -0.11
C 0.749788 5.068581 -1.616053 -0.2 -0.1 0.3 -0.11
C 1.181992 4.993440 -2.940750 0.0 -0.2 -0.2 -0.10
C 2.183933 4.107909 -3.300097 0.4 -0.2 0.4 -0.03
O 6.039304 1.553300 -2.306873 0.8 0.3 1.0 -0.01
N 5.815008 2.428300 0.472708 -0.9 1.4 0.0 0.09
C 6.156357 1.046479 0.614866 0.1 -1.3 0.0 -0.11
C 5.210364 0.032655 0.362956 0.4 0.0 0.4 -0.16
C 3.793704 0.348164 0.030616 -0.5 -0.4 -0.3 -0.02
C 5.606210 -1.305468 0.493957 0.0 0.5 0.1 0.01
C 6.882444 -1.651301 0.932762 0.1 0.2 0.0 -0.26
C 7.207506 -3.100844 1.176965 0.0 -0.1 0.0 -0.05
C 7.817299 -0.632176 1.141937 -0.5 0.0 -0.1 0.01
C 7.479841 0.714197 0.940362 -0.4 -0.3 -0.1 -0.19
C 8.551480 1.748840 1.029843 0.7 0.1 0.2 -0.04
C 6.123847 3.449034 1.379359 0.3 -0.7 0.0 -0.01
C 5.942800 4.623109 0.765567 -0.1 0.2 -0.7 0.00
C 4.242166 6.383231 -1.168577 -0.3 -0.3 -0.7 -0.19
C 3.598643 6.488737 0.174319 -0.4 0.2 0.4 -0.05
C 3.843457 7.277463 -2.172672 0.3 -0.1 0.0 0.00
H 3.141504 8.819963 -4.169210 0.2 -0.1 -0.2 0.08
H 4.781249 8.792205 -4.869248 -0.3 -0.2 0.1 0.09
H 3.573368 7.611753 -5.415412 0.1 0.2 0.2 0.09
H 5.803892 6.219008 -4.729166 0.0 0.0 0.4 0.13
H 7.538062 4.211975 -2.152454 -0.1 -0.1 -0.2 0.08
H 6.730313 3.638513 -3.639382 0.1 0.1 0.3 0.08
H 7.692766 5.114031 -3.676193 -0.1 -0.2 0.2 0.09
H 3.024179 1.859121 -4.561808 0.3 0.0 0.1 0.08
H 4.612142 2.716693 -4.512195 -0.1 -0.6 -0.6 0.09
H 4.518758 0.960737 -4.136839 -0.1 0.5 0.1 0.09
H 3.009050 2.947169 -0.181355 -0.6 0.0 -0.2 0.09
H 0.994110 4.275687 0.394676 0.0 0.3 -0.2 0.11
H -0.076714 5.724403 -1.355648 0.1 -0.1 0.0 0.09
H 0.714950 5.603831 -3.718241 0.1 -0.1 0.3 0.10
H 2.532100 4.036391 -4.339473 -0.3 0.0 0.5 0.11
H 3.223659 -0.577224 -0.080719 0.1 0.3 0.1 0.06
H 3.320505 0.959004 0.807954 0.0 0.0 -0.1 0.09
H 3.684483 0.860310 -0.929936 0.1 0.1 0.2 0.07
H 4.875571 -2.097330 0.292256 0.2 0.3 0.1 0.11
H 8.186118 -3.207821 1.656770 -0.2 -0.1 -0.1 0.08
H 6.445846 -3.554108 1.827911 0.2 0.1 -0.1 0.08
H 7.210003 -3.671475 0.236944 0.1 0.2 0.2 0.09
H 8.831870 -0.884224 1.465833 -0.3 0.1 -0.2 0.12
H 9.514848 1.232597 1.119290 -0.1 0.2 0.0 0.08
H 8.599102 2.378713 0.129965 -0.2 -0.1 0.2 0.10
H 8.439970 2.389334 1.912787 0.1 -0.1 -0.3 0.07
H 6.493003 3.247871 2.364895 0.0 -0.1 0.1 0.13
H 6.163218 5.623664 1.084589 -0.1 0.0 0.1 0.13
H 2.661930 7.052562 0.068294 0.3 -0.2 0.1 0.09
H 3.334661 5.508069 0.579673 0.2 0.2 0.0 0.07
H 4.227453 7.024265 0.901006 -0.1 -0.1 -0.2 0.09
H 3.071720 8.024647 -1.953171 0.3 -0.3 0.0 0.12
```
Forces are in eV/Å.

The maximum force comes out at 5.23 eV/Å. For the LUMO energy, the calculation gives -1.0 eV. Its gap between HOMO and LUMO is 0.1851 hartree. The calculation puts the highest occupied orbital energy at -6.1 eV. Its total energy is -50102.0594 eV.

---

No. 2
C40H38N4SSbTi as an isolated structure in a non-equilibrium geometry, computed with ωB97M-V/def2-TZVPD.

```
85
Properties=species:S:1:pos:R:3:forces:R:3:lowdin_charge:R:1
Ti -0.630618 0.580784 0.955183 -0.7 1.0 -0.6 0.68
C -3.397449 -3.427275 -1.840171 0.0 0.0 0.0 -0.08
C -2.497646 -3.872478 -0.880535 0.0 0.0 0.0 -0.07
C -2.063951 -3.013549 0.118053 0.0 -0.1 -0.1 -0.04
C -2.529970 -1.701346 0.163043 0.1 0.2 0.1 -0.32
C -3.441081 -1.262943 -0.788390 0.0 -0.1 -0.1 -0.04
C -3.869458 -2.124215 -1.789832 0.0 0.0 0.0 -0.07
N -2.028321 -0.803665 1.158544 0.1 -0.2 0.5 -0.07
C -2.255538 -1.167487 2.498778 0.0 0.0 -0.5 -0.26
C -3.301586 -1.973457 2.946183 0.0 0.0 0.1 -0.01
C -3.442744 -2.209003 4.304180 0.0 0.0 -0.1 -0.06
C -2.555353 -1.668664 5.235637 0.1 0.1 0.0 -0.07
C -1.501234 -0.882913 4.806699 -0.1 -0.1 0.1 -0.01
C -1.369068 -0.646349 3.445657 0.5 0.2 -0.1 -0.22
N -0.328705 0.113821 2.863533 -0.3 -0.5 0.6 -0.10
N 0.703009 0.404028 3.586829 0.1 0.1 -0.3 0.11
C 1.608435 1.096923 2.813363 0.2 -0.2 0.4 -0.32
C 2.825842 1.505528 3.374175 -0.1 0.1 0.0 0.01
C 3.684392 2.257017 2.612589 0.0 0.0 0.0 -0.04
C 3.327650 2.600969 1.301908 0.0 0.0 0.0 -0.04
C 2.137120 2.137563 0.805111 0.0 -0.2 0.0 -0.12
N 1.300787 1.365105 1.528293 -0.1 0.0 0.1 0.00
H -3.736076 -4.098475 -2.618193 0.0 0.0 0.0 0.10
H -2.133048 -4.891225 -0.907699 0.0 0.0 0.0 0.11
H -1.371913 -3.360170 0.877402 0.0 0.0 0.0 0.12
H -3.811779 -0.249021 -0.741602 0.0 0.0 0.0 0.09
H -4.579263 -1.775482 -2.528485 0.0 0.0 0.0 0.11
H -3.998499 -2.399022 2.236920 0.0 0.0 0.0 0.12
H -4.265081 -2.822790 4.648138 0.0 0.0 0.0 0.11
H -2.688348 -1.864509 6.290423 0.0 0.0 0.0 0.11
H -0.786823 -0.454150 5.495048 0.0 0.0 0.0 0.11
H 3.040296 1.234856 4.397720 0.0 0.0 0.0 0.12
H 4.625146 2.593062 3.028145 0.0 0.0 0.0 0.12
H 3.963929 3.217211 0.683181 0.0 0.0 0.0 0.11
H 1.811226 2.374195 -0.200137 0.0 0.0 0.0 0.08
S -0.618991 0.869749 -1.543529 0.4 0.0 0.1 0.21
Sb 1.389930 -0.091373 -2.171973 -0.5 0.1 0.0 1.37
C 1.132251 -1.441746 -3.723038 0.0 -0.2 -0.2 -0.36
C 1.582006 -2.749787 -3.579259 0.0 0.0 0.0 -0.11
C 1.395808 -3.654177 -4.616100 0.0 0.0 0.0 -0.07
C 0.761851 -3.248078 -5.780560 0.0 0.0 0.0 -0.06
C 0.311167 -1.941263 -5.918989 0.0 0.0 0.0 -0.06
C 0.493982 -1.031170 -4.890410 0.0 0.0 0.0 -0.11
C 2.654575 1.427688 -2.831793 0.2 0.2 -0.1 -0.36
C 2.125229 2.705352 -2.988775 0.0 0.0 0.1 -0.14
C 2.935908 3.731851 -3.455282 0.0 0.0 0.0 -0.06
C 4.265474 3.483925 -3.760106 0.0 0.0 0.0 -0.06
C 4.791455 2.206798 -3.611171 0.0 0.0 0.0 -0.07
C 3.987374 1.175551 -3.151942 0.0 -0.1 -0.1 -0.11
C 2.204226 -1.115006 -0.551619 0.2 -0.1 0.3 -0.36
C 3.574270 -1.247241 -0.348528 0.0 0.1 0.0 -0.10
C 4.044163 -1.877821 0.796185 0.0 0.0 0.0 -0.05
C 3.155959 -2.376294 1.739150 0.0 0.0 0.0 -0.05
C 1.788557 -2.250216 1.539375 0.0 0.0 0.0 -0.06
C 1.319842 -1.617729 0.397877 -0.1 -0.1 0.0 -0.17
H 2.067985 -3.073655 -2.665764 0.0 0.0 0.0 0.10
H 1.742704 -4.673358 -4.511922 0.0 0.0 0.0 0.11
H 0.613716 -3.954051 -6.586912 0.0 0.0 0.0 0.11
H -0.184982 -1.632967 -6.829386 0.0 0.0 0.0 0.11
H 0.131345 -0.016288 -5.007246 0.0 0.0 0.0 0.11
H 1.088607 2.904648 -2.741225 0.0 0.0 0.0 0.07
H 2.525538 4.724798 -3.582369 0.0 0.0 0.0 0.11
H 4.895146 4.285264 -4.123220 0.0 0.0 0.0 0.11
H 5.825778 2.013569 -3.861982 0.0 0.0 0.0 0.11
H 4.407782 0.179917 -3.073333 0.0 0.0 0.0 0.10
H 4.291177 -0.852426 -1.056908 0.0 0.0 0.0 0.09
H 5.109814 -1.975556 0.955529 0.0 0.0 0.0 0.11
H 3.529829 -2.859280 2.632053 0.0 0.0 0.0 0.12
H 1.085592 -2.623623 2.273555 0.0 0.0 0.0 0.12
H 0.242972 -1.564594 0.242715 0.0 -0.1 -0.1 0.05
C -3.574709 2.682192 0.347902 -0.1 0.0 -0.1 -0.05
C -2.910130 2.742285 1.727609 0.2 0.0 0.2 -0.66
C -3.718973 1.878753 2.706535 -0.1 0.0 0.0 -0.04
C -2.897097 4.190650 2.225350 0.0 0.0 0.0 -0.07
C -1.496807 2.220120 1.607685 -0.1 -0.3 -0.3 -0.03
H -4.605671 3.036735 0.419312 0.0 0.0 0.0 0.10
H -3.596603 1.659731 -0.028997 0.0 0.0 0.0 0.05
H -3.050905 3.302467 -0.381863 0.0 0.0 0.0 0.09
H -4.711953 2.318488 2.827544 0.0 0.0 0.0 0.09
H -3.251769 1.827973 3.691606 0.0 0.0 0.0 0.09
H -3.846236 0.864025 2.332595 0.0 0.0 0.0 0.07
H -3.911369 4.592759 2.266798 0.0 0.0 0.0 0.09
H -2.307073 4.830465 1.566051 0.0 0.0 0.0 0.09
H -2.473326 4.251400 3.229869 0.0 0.0 0.0 0.09
H -0.759716 2.947646 1.969220 0.1 0.0 -0.1 0.07
```
Forces are in eV/Å.

The maximum force comes out at 1.31 eV/Å. The net charge is +1. For the LUMO energy (alpha / beta), the calculation gives -3.6 / -3.7 eV. The calculation puts the energy relative to the best compared isomer or geometry (same formula, charge and spin) at 22.5 kcal per mole. Its gap between HOMO and LUMO (alpha / beta) is 0.2200 / 0.2308 hartree. The calculation puts the highest occupied orbital energy (alpha / beta) at -9.6 / -10.0 eV. Its total energy is -88539.3735 eV.